# C3F4

An isolated molecule of C3F4 in a non-equilibrium geometry (ωB97M-V with the def2-TZVPD basis set, the OMol25 dataset).

The geometry in ORCA input format:
```
! RIJCOSX wB97M-V def2-TZVPD def2/J DEFGRID3
* xyz 0 1
C 0.23 0.40 -0.16
C 0.21 1.23 -1.25
C -0.12 -0.69 0.66
F 0.60 2.24 -1.94
F -1.00 -0.37 1.58
F -0.81 -1.55 -0.12
F 0.89 -1.26 1.24
*
```

The energy above the lowest of the compared OMol25 structures with the same formula, charge and spin is 1.037 eV. The SMILES is FC#CC(F)(F)F. As for the highest occupied orbital energy: -10.84 eV. The calculation puts the electronic energy at -513.6365 a.u. Its LUMO energy is -0.41 eV.

For reference, the Mulliken charges in units of e are: number 1, C, carries -0.302; number 2, C, carries 0.211; number 3, C, carries 0.939; number 4, F, carries -0.162; number 5, F, carries -0.236; number 6, F, carries -0.238; number 7, F, carries -0.212